98
Properties=species:S:1:pos:R:3 method="wB97M-V/def2-TZVPD" molar_mass_g_mol=938.897 s2=6.071 total_charge=+1 homo_ev="-10.35 / -11.01" total_energy_ha=-5696.870080 fmax_ev_per_a=0.96 de_lowest_kj_mol=0.0 spin_multiplicity=5
Ir -0.36 -0.02 -0.14
C -0.94 0.28 1.82
Si -2.81 0.19 1.90
C -3.38 -0.62 0.28
N -2.62 -0.24 -0.93
C -2.69 -1.31 -1.95
C -4.13 -1.60 -2.40
C -4.96 -0.32 -2.53
C -4.04 0.89 -2.71
C -3.08 1.05 -1.53
C -3.36 -0.94 3.28
C -4.37 -0.59 4.17
C -4.76 -1.47 5.17
C -4.15 -2.71 5.30
C -3.14 -3.07 4.42
C -2.75 -2.19 3.42
C -3.53 1.89 2.21
C -4.65 2.41 1.56
C -5.20 3.63 1.92
C -4.65 4.35 2.97
C -3.55 3.85 3.65
C -3.00 2.63 3.27
H -0.48 -0.51 2.42
H -0.54 1.23 2.17
H -4.46 -0.49 0.14
H -3.22 -1.68 0.45
H -2.22 -2.20 -1.54
H -2.08 -0.98 -2.80
H -4.60 -2.29 -1.69
H -4.08 -2.13 -3.35
H -5.58 -0.17 -1.64
H -5.65 -0.39 -3.37
H -4.62 1.81 -2.82
H -3.47 0.77 -3.63
H -3.55 1.62 -0.73
H -2.21 1.61 -1.85
H -4.86 0.37 4.09
H -5.55 -1.19 5.86
H -4.45 -3.39 6.08
H -2.66 -4.03 4.51
H -1.96 -2.49 2.74
H -5.12 1.85 0.76
H -6.07 4.02 1.40
H -5.08 5.30 3.26
H -3.12 4.40 4.48
H -2.15 2.25 3.83
C 1.79 0.22 -2.98
Si 0.81 1.81 -3.01
C 1.90 3.19 -3.65
C -0.71 1.59 -4.07
Ge 0.12 2.41 -0.72
Si -1.13 4.49 -1.03
C -0.17 5.65 -2.14
C -2.82 4.25 -1.82
C -1.41 5.23 0.66
Si 1.84 3.16 0.89
C 1.15 3.33 2.62
C 2.46 4.80 0.25
C 3.24 1.93 0.86
H 2.13 0.00 -3.99
H 1.19 -0.62 -2.63
H 2.67 0.29 -2.34
H 2.42 2.81 -4.53
H 2.65 3.51 -2.93
H 1.32 4.07 -3.95
H -0.41 1.45 -5.11
H -1.38 2.45 -4.02
H -1.27 0.71 -3.76
H -0.37 5.42 -3.19
H 0.90 5.64 -1.98
H -0.53 6.67 -1.96
H -2.79 3.66 -2.74
H -3.18 5.25 -2.09
H -3.53 3.82 -1.13
H -0.51 5.68 1.09
H -1.78 4.48 1.36
H -2.17 6.01 0.59
H 0.13 3.71 2.63
H 1.77 4.03 3.17
H 1.17 2.38 3.14
H 1.71 5.58 0.28
H 2.84 4.73 -0.77
H 3.29 5.11 0.89
H 2.90 0.93 1.11
H 3.98 2.22 1.61
H 3.74 1.90 -0.11
Cl 2.52 -1.38 0.26
C 1.74 -2.92 0.41
C 2.50 -4.05 0.62
C 1.86 -5.28 0.75
C 0.47 -5.37 0.66
C -0.28 -4.23 0.45
Cl -2.00 -4.35 0.34
C 0.33 -2.95 0.31
N -0.41 -1.86 0.09
H 3.57 -3.97 0.69
H 2.44 -6.17 0.91
H -0.03 -6.32 0.76


97
Properties=species:S:1:pos:R:3 method="wB97M-V/def2-TZVPD" molar_mass_g_mol=700.500 s2=0.758 homo_ev="-8.12 / -8.12" total_energy_ha=-4449.009399 fmax_ev_per_a=4.06 de_lowest_kj_mol=20.1 spin_multiplicity=2
Cu 0.43 -1.41 3.86
C -1.00 2.45 0.96
C -1.12 1.48 0.04
C -0.01 0.94 -0.81
C 1.16 0.28 -0.06
C 2.40 1.12 0.00
C 2.45 2.44 0.09
C 1.29 3.39 0.19
C 0.27 3.12 1.35
C 1.85 -1.58 2.58
H -1.90 2.74 1.52
H -2.12 1.04 -0.14
H 0.35 1.68 -1.54
H -0.48 0.13 -1.41
H 0.82 -0.05 0.93
H 1.41 -0.66 -0.58
H 3.32 0.53 0.14
H 3.43 2.93 0.23
H 0.77 3.49 -0.77
H 1.70 4.39 0.38
H 0.74 2.59 2.20
H -0.02 4.11 1.75
H 2.68 -2.07 3.12
H 2.24 -0.61 2.26
H 1.60 -2.20 1.70
P 1.88 -1.00 -3.22
P -1.87 -0.46 -3.05
N 3.22 0.08 -3.67
N 2.46 -2.25 -4.40
N -2.12 1.24 -3.49
N -3.35 -0.91 -3.96
C 0.69 -0.21 -4.40
C -0.70 -0.88 -4.43
C 4.32 0.27 -2.83
C 5.26 1.06 -3.50
C 4.74 1.33 -4.80
C 3.48 0.73 -4.88
C 2.71 -3.57 -4.02
C 3.13 -4.29 -5.14
C 3.14 -3.39 -6.25
C 2.72 -2.15 -5.77
C -2.46 2.22 -2.55
C -2.17 3.47 -3.06
C -1.70 3.27 -4.40
C -1.69 1.91 -4.64
C -3.98 -0.28 -5.05
C -5.00 -1.10 -5.53
C -4.97 -2.31 -4.74
C -3.94 -2.17 -3.81
H 1.05 -0.24 -5.44
H 0.65 0.85 -4.11
H -1.17 -0.66 -5.41
H -0.61 -1.99 -4.37
H 4.32 -0.16 -1.85
H 6.20 1.39 -3.10
H 5.21 1.88 -5.60
H 2.77 0.74 -5.69
H 2.53 -3.87 -3.00
H 3.39 -5.34 -5.16
H 3.40 -3.61 -7.27
H 2.55 -1.24 -6.32
H -2.91 1.94 -1.61
H -2.27 4.41 -2.53
H -1.39 4.03 -5.10
H -1.39 1.36 -5.52
H -3.67 0.69 -5.39
H -5.68 -0.87 -6.33
H -5.62 -3.16 -4.85
H -3.56 -2.84 -3.06
C -3.25 -1.22 5.95
Si -1.53 -2.01 5.81
C -1.40 -3.17 7.29
C -1.55 -3.14 4.28
C -0.08 -0.82 5.70
Si -0.26 0.91 6.42
C 1.16 1.27 7.61
C -0.12 2.13 4.99
C -1.76 1.33 7.52
H -3.99 -1.99 5.69
H -3.41 -0.39 5.25
H -3.50 -0.86 6.95
H -2.19 -3.92 7.19
H -0.43 -3.69 7.31
H -1.53 -2.66 8.25
H -1.97 -2.67 3.37
H -0.60 -3.62 4.01
H -2.24 -3.94 4.57
H 0.82 -1.25 6.22
H 2.02 1.68 7.07
H 0.83 2.01 8.36
H 1.49 0.37 8.13
H -0.70 1.80 4.12
H -0.45 3.15 5.25
H 0.93 2.19 4.68
H -2.66 1.59 6.95
H -2.03 0.51 8.20
H -1.48 2.19 8.14


97
Properties=species:S:1:pos:R:3 method="wB97M-V/def2-TZVPD" molar_mass_g_mol=700.500 s2=0.756 homo_ev="-7.26 / -7.84" total_energy_ha=-4449.017072 fmax_ev_per_a=2.56 de_lowest_kj_mol=0.0 spin_multiplicity=2
Cu 0.71 -3.42 2.01
C -1.08 -2.55 0.29
C -0.14 -1.65 -0.05
C -0.40 -0.23 -0.35
C -0.22 0.81 0.74
C -1.41 0.97 1.64
C -2.53 0.23 1.65
C -3.03 -0.81 0.68
C -2.48 -2.26 0.73
C 0.68 -1.80 3.12
H -0.87 -3.64 0.22
H 0.93 -1.91 -0.18
H -1.40 -0.10 -0.76
H 0.37 0.01 -1.08
H 0.72 0.58 1.26
H -0.04 1.76 0.20
H -1.26 1.69 2.45
H -3.16 0.32 2.55
H -3.04 -0.47 -0.37
H -4.09 -0.94 0.92
H -2.62 -2.62 1.76
H -3.17 -2.88 0.11
H 1.48 -2.09 3.83
H -0.32 -1.71 3.57
H 0.94 -0.92 2.50
P 0.10 4.60 -0.67
P 0.95 2.58 -3.29
N -1.32 5.26 0.12
N 1.05 6.07 -0.48
N -0.66 2.05 -3.82
N 1.72 2.22 -4.82
C -0.42 4.93 -2.43
C 0.60 4.37 -3.46
C -1.91 4.69 1.25
C -3.01 5.46 1.59
C -3.11 6.54 0.67
C -2.08 6.38 -0.26
C 2.25 6.09 0.25
C 2.75 7.39 0.24
C 1.83 8.21 -0.49
C 0.82 7.37 -0.95
C -1.30 1.04 -3.13
C -2.61 0.93 -3.56
C -2.78 1.90 -4.60
C -1.59 2.61 -4.70
C 1.23 2.44 -6.11
C 2.29 2.38 -7.00
C 3.47 2.10 -6.24
C 3.10 2.00 -4.91
H -0.59 6.01 -2.62
H -1.40 4.42 -2.53
H 0.25 4.61 -4.48
H 1.58 4.87 -3.34
H -1.49 3.79 1.68
H -3.66 5.27 2.43
H -3.82 7.35 0.69
H -1.85 6.93 -1.16
H 2.61 5.17 0.68
H 3.69 7.70 0.68
H 1.90 9.28 -0.67
H -0.01 7.57 -1.61
H -0.74 0.49 -2.39
H -3.34 0.27 -3.14
H -3.66 2.05 -5.20
H -1.34 3.46 -5.32
H 0.17 2.58 -6.30
H 2.22 2.55 -8.07
H 4.47 1.99 -6.63
H 3.67 1.78 -4.02
C 2.38 -6.40 0.99
Si 2.49 -5.24 2.48
C 3.45 -5.81 4.02
C 3.60 -3.80 1.97
C 0.76 -4.92 3.24
Si -0.73 -6.06 3.26
C -1.34 -6.37 5.03
C -2.28 -5.44 2.38
C -0.34 -7.76 2.54
H 3.35 -6.44 0.48
H 1.65 -6.06 0.25
H 2.11 -7.42 1.28
H 4.50 -6.03 3.75
H 3.45 -4.99 4.76
H 3.00 -6.70 4.49
H 3.33 -3.34 1.01
H 3.67 -3.01 2.74
H 4.64 -4.16 1.84
H 0.84 -4.43 4.24
H -1.94 -5.54 5.41
H -1.97 -7.27 5.03
H -0.53 -6.55 5.74
H -2.10 -5.12 1.35
H -3.02 -6.26 2.33
H -2.76 -4.62 2.91
H -0.34 -7.78 1.44
H 0.62 -8.16 2.88
H -1.11 -8.47 2.88